Entry 1:
{
  "formula": "C12H37N6O3P2Rb",
  "method": "ωB97M-V/def2-TZVPD",
  "symbols": ["Rb", "O", "H", "O", "P", "N", "C", "C", "N", "C", "C", "N", "C", "C", "H", "H", "H", "H", "H", "H", "H", "H", "H", "H", "H", "H", "H", "H", "H", "H", "H", "H", "O", "P", "N", "C", "C", "N", "C", "C", "N", "C", "C", "H", "H", "H", "H", "H", "H", "H", "H", "H", "H", "H", "H", "H", "H", "H", "H", "H", "H"],
  "xyz": [[-3.269, -0.097, 0.480], [-4.310, 1.151, 2.884], [-4.263, 2.047, 3.211], [-1.292, -2.083, -0.164], [-0.214, -2.970, 0.347], [0.637, -3.601, -0.975], [1.808, -4.424, -0.777], [-0.118, -3.921, -2.169], [-0.750, -4.291, 1.212], [-0.079, -4.816, 2.375], [-2.170, -4.625, 1.065], [1.008, -2.248, 1.262], [0.586, -1.808, 2.585], [1.958, -1.378, 0.569], [2.363, -4.477, -1.717], [1.558, -5.464, -0.519], [2.482, -4.049, -0.009], [-0.932, -3.214, -2.301], [-0.474, -4.959, -2.150], [0.492, -3.855, -3.077], [-0.452, -4.439, 3.335], [-0.236, -5.901, 2.425], [1.001, -4.708, 2.296], [-2.347, -5.655, 1.362], [-2.778, -3.952, 1.681], [-2.501, -4.437, 0.045], [0.451, -0.728, 2.627], [-0.284, -2.361, 2.942], [1.312, -2.141, 3.341], [2.836, -1.282, 1.211], [1.522, -0.376, 0.456], [2.184, -1.811, -0.398], [-1.932, 2.804, -0.832], [-0.520, 3.178, -0.821], [-0.141, 4.774, -1.263], [-0.654, 5.050, -2.625], [-0.544, 5.824, -0.331], [0.490, 2.219, -1.769], [-0.058, 1.061, -2.480], [1.836, 2.588, -2.226], [0.152, 3.119, 0.732], [1.554, 3.253, 1.027], [-0.633, 2.393, 1.729], [-1.730, 4.814, -2.657], [-0.125, 4.490, -3.390], [-0.677, 6.124, -2.808], [0.021, 5.754, 0.598], [-1.613, 5.757, -0.097], [-0.320, 6.800, -0.758], [0.630, 0.214, -2.453], [-0.947, 0.722, -1.949], [-0.292, 1.362, -3.504], [2.133, 3.528, -1.774], [2.505, 1.762, -1.978], [1.796, 2.663, -3.319], [2.145, 2.376, 0.728], [2.007, 4.120, 0.540], [1.731, 3.411, 2.092], [-1.191, 3.087, 2.371], [0.001, 1.908, 2.476], [-1.351, 1.719, 1.283]],
  "forces_ev_per_angstrom": [[-0.36, 0.55, 0.66], [0.46, -0.80, -0.90], [-0.01, 0.29, 0.11], [-0.25, -0.25, 0.32], [1.48, -0.16, -0.88], [0.01, 1.01, 0.40], [0.08, -0.62, -0.15], [0.05, -0.17, -0.34], [-0.24, 0.60, 0.04], [0.05, -1.06, 0.22], [-0.02, 0.81, 0.28], [-1.16, -1.05, -0.63], [0.59, -0.61, 0.65], [-0.52, 0.16, 0.73], [0.04, 0.11, 0.03], [-0.09, 0.04, 0.07], [-0.16, 0.17, 0.04], [-0.16, -0.14, 0.16], [-0.30, 0.05, 0.08], [0.28, 0.14, 0.20], [0.10, 0.26, -0.10], [-0.11, 0.07, -0.14], [-0.05, 0.37, 0.10], [0.04, -0.09, -0.10], [-0.11, -0.26, 0.18], [0.11, -0.29, -0.08], [-0.21, -0.01, 0.12], [-0.41, 0.48, -0.47], [0.33, 0.51, -0.20], [0.18, -0.06, -0.26], [0.12, 0.02, -0.22], [0.22, 0.17, -0.02], [-0.75, -0.72, -0.16], [3.06, 0.79, 1.09], [0.01, -0.52, -0.83], [-1.03, 0.16, 0.64], [-0.06, -0.19, 0.41], [-0.47, 0.07, -0.12], [-0.20, 0.52, 0.61], [-1.09, -0.39, -0.01], [-1.05, -0.17, -0.21], [0.60, 0.16, -0.32], [-0.06, 0.82, 1.03], [0.15, -0.34, -0.23], [0.11, 0.10, -0.04], [0.71, -0.02, -0.15], [-0.08, -0.15, 0.00], [0.01, 0.21, 0.04], [-0.05, -0.03, -0.16], [0.24, 0.14, -0.15], [-0.15, 0.09, -0.31], [-0.09, -0.42, -0.14], [0.20, -0.02, -0.09], [0.28, 0.20, 0.09], [0.29, 0.26, -0.01], [-0.03, -0.08, 0.01], [-0.20, -0.01, -0.17], [-0.29, -0.06, 0.06], [-0.30, -0.01, -0.33], [0.20, -0.47, -0.51], [0.07, -0.14, 0.11]],
  "spin_multiplicity": 1,
  "homo_energy_ha": -0.21471,
  "e_lumo_ev": 0.127,
  "gap_ev": 5.97
}

Entry 2:
{
  "formula": "FH4HfO2Pb",
  "method": "ωB97M-V/def2-TZVPD",
  "symbols": ["Pb", "Hf", "F", "O", "H", "H", "O", "H", "H"],
  "xyz": [[0.062, 2.832, 2.176], [0.673, -1.872, 1.538], [0.637, 0.410, 1.027], [-1.542, -1.338, 0.515], [-2.407, -1.288, 0.991], [-1.615, -0.684, -0.215], [1.034, 0.703, -2.156], [1.889, 0.675, -2.660], [1.268, 0.562, -1.216]],
  "forces_ev_per_angstrom": [[-0.08, 1.97, 0.46], [-2.77, 3.61, -2.68], [0.38, -4.27, 1.55], [2.26, -0.52, 1.49], [-0.25, -0.61, 0.07], [0.07, -0.19, -0.40], [0.15, -0.48, 0.45], [-0.10, 0.12, -0.45], [0.34, 0.36, -0.48]],
  "spin_multiplicity": 1,
  "charge": 5,
  "homo_energy_ha": -1.10849,
  "e_lumo_ev": -26.763,
  "gap_ev": 3.40
}

Entry 3:
{
  "formula": "C21H43BO2P2Tc",
  "method": "ωB97M-V/def2-TZVPD",
  "symbols": ["P", "P", "C", "C", "H", "H", "H", "H", "C", "H", "H", "H", "C", "H", "H", "H", "C", "H", "H", "H", "C", "H", "H", "H", "Tc", "C", "C", "C", "C", "C", "C", "C", "C", "C", "H", "H", "H", "H", "H", "H", "H", "H", "H", "H", "H", "H", "H", "H", "H", "C", "C", "C", "O", "B", "O", "C", "C", "C", "H", "H", "H", "H", "H", "H", "H", "H", "H", "H", "H", "H"],
  "xyz": [[-0.170, -2.523, -1.639], [0.327, 0.770, -2.727], [-0.422, -1.970, -3.371], [0.331, -0.738, -3.840], [-1.505, -1.881, -3.532], [-0.015, -2.816, -3.919], [1.428, -0.940, -3.956], [-0.090, -0.449, -4.835], [-0.273, 1.969, -4.124], [-0.690, 2.923, -3.741], [-1.026, 1.458, -4.754], [0.613, 2.173, -4.750], [2.106, 1.225, -2.863], [2.317, 1.448, -3.925], [2.670, 0.358, -2.496], [2.345, 2.126, -2.271], [-1.525, -3.706, -1.514], [-1.457, -4.379, -0.646], [-1.560, -4.303, -2.442], [-2.447, -3.112, -1.420], [1.395, -3.477, -2.090], [2.235, -2.816, -2.360], [1.112, -4.059, -2.976], [1.802, -4.196, -1.378], [0.957, -1.842, 0.015], [-0.405, 3.079, -1.203], [-1.768, 3.069, -1.036], [-2.829, 2.293, -1.785], [-2.592, 0.777, -1.918], [-1.888, 0.464, -0.640], [-0.564, 0.643, -0.613], [0.638, 1.276, -0.067], [0.346, 2.770, 0.054], [2.723, -2.111, 1.097], [0.248, 3.492, -2.008], [-2.158, 3.632, -0.167], [-3.111, 2.836, -2.680], [-3.687, 2.300, -1.102], [-3.514, 0.249, -2.091], [-1.841, 0.584, -2.732], [-2.330, -0.286, 0.048], [2.249, -1.107, -0.624], [1.551, 1.153, -0.684], [1.190, 0.899, 0.813], [-0.293, 2.808, 0.947], [1.276, 3.323, 0.249], [3.020, -1.068, 1.348], [3.509, -2.580, 0.452], [2.419, -2.708, 1.992], [-1.193, 1.262, 2.925], [0.117, 0.597, 3.352], [1.021, 1.660, 3.970], [0.820, 0.086, 2.248], [0.323, -1.227, 1.955], [-0.377, -1.670, 3.080], [-0.107, -0.744, 4.099], [1.137, -1.126, 4.898], [-1.254, -0.658, 5.067], [-1.635, 1.718, 3.821], [-1.924, 0.551, 2.505], [-1.020, 2.098, 2.237], [1.182, 2.486, 3.257], [0.522, 2.101, 4.840], [2.007, 1.283, 4.283], [1.255, -0.411, 5.715], [0.979, -2.104, 5.366], [2.069, -1.113, 4.317], [-2.206, -0.452, 4.562], [-1.318, -1.566, 5.677], [-1.046, 0.197, 5.729]],
  "forces_ev_per_angstrom": [[-0.55, -1.72, -3.32], [-0.27, 0.61, -2.85], [-0.49, 0.32, 0.07], [0.22, -0.23, -0.11], [0.25, 0.00, -0.26], [-0.56, 0.00, -0.46], [-0.95, -0.02, 0.02], [0.56, -0.03, 0.82], [-0.38, -0.10, 0.66], [0.25, -0.61, -0.46], [0.27, 0.35, 0.45], [-0.49, -0.01, 0.28], [-0.06, 0.16, 0.72], [-0.08, -0.36, 0.57], [0.18, 0.41, -0.09], [0.07, -0.41, -0.27], [-0.26, -0.49, -0.29], [0.10, 0.29, -0.26], [-0.21, 0.13, 0.40], [0.15, -0.29, -0.07], [0.37, -0.33, 0.00], [-0.44, -0.11, -0.05], [0.17, 0.05, 0.17], [-0.27, 0.05, 0.24], [1.53, 0.63, 3.00], [1.38, 1.51, 0.88], [-1.00, -0.26, -0.52], [-1.03, 0.31, 0.54], [1.57, 1.18, -0.76], [0.71, -2.26, 0.34], [1.37, -0.34, -1.54], [2.71, 0.29, 0.06], [0.19, 0.21, 1.06], [0.24, -0.39, -0.08], [-1.05, -0.91, 0.08], [0.43, -0.54, -0.11], [-0.14, -0.03, -0.45], [-0.10, 0.56, -0.34], [-0.26, -0.13, -0.02], [-1.25, -0.14, 0.38], [0.11, 1.06, 0.11], [-0.68, 0.71, -0.21], [-1.00, 0.00, -0.29], [-1.53, 0.11, 0.46], [0.09, 0.63, -0.50], [-0.31, 0.02, -0.36], [0.14, -0.87, 0.25], [-0.46, 0.18, 0.91], [0.79, 0.24, -0.50], [-0.31, 0.02, 0.39], [0.30, 0.29, 0.52], [-0.07, 0.09, 0.62], [-0.05, -1.65, -1.07], [0.19, 2.15, 1.49], [0.58, -0.79, -2.50], [0.16, 1.50, 2.21], [0.13, -0.14, 0.09], [-0.44, 0.25, 0.34], [-0.09, -0.16, -0.26], [0.31, 0.27, 0.06], [-0.07, -0.40, 0.22], [-0.08, -0.34, 0.10], [0.19, -0.04, -0.01], [-0.46, 0.04, -0.21], [0.03, -0.06, -0.03], [0.16, 0.08, -0.26], [-0.30, -0.17, 0.02], [0.15, -0.30, 0.19], [-0.16, 0.23, -0.18], [-0.17, -0.32, 0.01]],
  "s_squared": 3.824,
  "spin_multiplicity": 4,
  "charge": 2,
  "homo_energy_ha": [-0.48971, -0.49297],
  "e_lumo_ev": [-7.820, -9.480],
  "gap_ev": [5.51, 3.93]
}

Entry 4:
{
  "formula": "C14H35F6NO11V",
  "method": "ωB97M-V/def2-TZVPD",
  "symbols": ["O", "V", "C", "O", "O", "C", "F", "F", "F", "C", "C", "H", "H", "H", "H", "H", "H", "C", "O", "O", "C", "F", "F", "F", "C", "C", "H", "H", "H", "H", "H", "H", "C", "O", "C", "C", "N", "C", "C", "O", "C", "H", "H", "H", "H", "H", "H", "H", "H", "H", "H", "H", "H", "H", "H", "H", "O", "H", "H", "O", "H", "H", "O", "H", "H", "O", "H", "H"],
  "xyz": [[-1.703, -0.030, 0.240], [-0.457, 0.833, -0.125], [-0.498, 3.806, 1.679], [0.497, 4.314, 0.831], [-0.669, 2.418, 1.462], [-0.335, 4.417, 3.244], [-1.366, 3.998, 4.047], [0.801, 4.039, 3.944], [-0.415, 5.725, 3.361], [0.881, 5.692, 0.848], [1.729, 5.752, -0.399], [2.307, 6.621, -0.712], [2.571, 5.139, -0.075], [1.524, 5.197, -1.315], [1.394, 6.037, 1.745], [-0.022, 6.269, 0.649], [-1.446, 4.173, 1.284], [-1.281, -1.258, -2.850], [-2.422, -1.221, -2.027], [-0.299, -0.466, -2.100], [-0.922, -2.753, -3.243], [-1.161, -3.620, -2.216], [-1.658, -3.208, -4.281], [0.347, -2.959, -3.631], [-3.680, -1.624, -2.775], [-4.846, -1.738, -1.735], [-5.804, -1.753, -2.255], [-4.782, -2.647, -1.138], [-4.923, -0.871, -1.079], [-3.587, -2.498, -3.419], [-4.028, -0.883, -3.495], [-1.547, -0.775, -3.790], [-1.462, -2.684, 2.760], [-0.195, -2.591, 2.227], [0.689, -3.568, 2.831], [2.055, -3.114, 2.297], [2.066, -2.850, 0.867], [3.265, -2.177, 0.391], [3.013, -1.444, -0.932], [3.890, -1.958, -1.871], [3.980, -3.356, -2.144], [-1.889, -3.685, 2.701], [-2.079, -1.951, 2.240], [-1.539, -2.342, 3.792], [0.433, -4.548, 2.426], [0.600, -3.665, 3.913], [2.830, -3.749, 2.727], [2.236, -2.144, 2.761], [1.683, -3.637, 0.362], [4.167, -2.788, 0.449], [3.639, -1.538, 1.191], [3.176, -0.367, -0.906], [2.065, -1.615, -1.443], [4.896, -3.779, -1.731], [4.110, -3.369, -3.226], [3.023, -3.765, -1.819], [-3.708, 2.321, 1.332], [-2.857, 2.099, 1.709], [-3.765, 3.273, 1.413], [1.135, 2.089, -1.048], [1.592, 2.264, -1.871], [1.245, 2.891, -0.537], [-1.774, 2.174, -1.548], [-2.208, 1.617, -2.194], [-2.397, 2.882, -1.385], [1.007, -0.162, 1.013], [1.759, 0.219, 1.466], [1.118, -1.107, 1.115]],
  "forces_ev_per_angstrom": [[1.34, 1.11, 0.43], [-2.45, -0.97, -0.67], [-1.15, -1.49, -0.44], [1.15, -0.64, 0.78], [1.49, 1.04, 0.47], [-0.31, -2.57, 1.12], [0.34, -0.53, -1.03], [-0.75, 0.19, -1.41], [0.37, 1.08, -1.00], [-1.57, 0.11, -2.05], [3.15, -0.79, 0.09], [-0.81, 0.70, 0.39], [0.59, -0.28, 0.08], [-1.43, 0.29, 0.14], [0.02, -0.23, -0.08], [-0.22, 0.32, 0.62], [-0.41, 1.12, 0.70], [1.35, 2.26, 2.57], [-2.52, -1.46, -2.11], [-0.81, -1.23, -1.08], [0.45, -0.45, 1.07], [0.16, 0.59, -0.41], [-0.30, 0.42, -0.02], [0.09, 0.53, 0.32], [-0.44, 0.68, 1.79], [0.67, -0.22, -0.66], [0.02, -0.21, -0.27], [0.13, 0.10, 0.05], [0.48, 0.01, 0.03], [0.37, -0.38, 0.70], [0.64, 0.80, 0.04], [0.34, 0.16, -0.48], [-1.53, 0.92, 0.21], [1.09, -0.97, 1.06], [0.08, 0.83, -2.26], [-0.25, 0.37, 1.14], [-0.28, 0.09, 1.31], [-0.55, 0.01, 0.91], [0.28, -1.42, -0.45], [2.79, 0.61, -1.63], [-0.53, 1.78, -0.21], [-0.07, -0.14, -0.21], [-0.17, -0.33, -0.38], [0.42, -0.19, 0.48], [-0.10, -0.29, -0.13], [0.18, 0.56, 0.13], [0.36, -0.47, -0.40], [0.08, 0.21, 0.26], [0.38, 0.14, -0.55], [0.06, -0.75, -1.24], [-0.84, 0.92, 0.24], [0.11, -0.06, 0.22], [-1.02, 0.12, 1.22], [-0.32, -0.28, 0.52], [-0.34, -0.51, -0.04], [0.26, -0.91, -0.15], [-0.55, 0.02, -0.33], [0.70, -0.14, 0.08], [-0.07, 0.20, 0.15], [0.19, -0.23, 0.13], [-0.13, -0.46, -0.46], [-0.21, 0.73, 0.75], [0.69, -0.12, 0.11], [0.03, -0.62, -0.19], [-0.12, 0.16, 0.58], [-0.16, 1.25, -0.26], [-0.02, 0.59, 0.07], [-0.41, -1.67, -0.35]],
  "s_squared": 0.781,
  "spin_multiplicity": 2,
  "homo_energy_ha": [-0.31682, -0.31797],
  "e_lumo_ev": [-0.042, 0.061],
  "gap_ev": [8.58, 8.71]
}

Entry 5:
{
  "formula": "H33O17",
  "method": "ωB97M-V/def2-TZVPD",
  "symbols": ["O", "H", "H", "O", "H", "H", "O", "H", "H", "O", "H", "H", "O", "H", "O", "H", "H", "O", "H", "H", "O", "H", "H", "O", "H", "H", "O", "H", "H", "O", "H", "H", "O", "H", "H", "O", "H", "H", "O", "H", "H", "O", "H", "H", "O", "H", "H", "O", "H", "H"],
  "xyz": [[1.174, -3.008, -0.465], [1.660, -2.532, -1.153], [1.296, -3.859, -0.657], [1.349, -2.611, 2.164], [1.450, -2.470, 1.265], [1.346, -3.565, 2.415], [-3.576, -0.653, 3.323], [-3.774, 0.242, 3.526], [-2.806, -0.432, 2.722], [-1.988, 3.199, -2.791], [-0.979, 3.006, -2.934], [-1.868, 2.693, -1.874], [3.163, 1.864, 1.307], [3.414, 1.443, 0.531], [-1.420, -1.373, 0.758], [-0.452, -0.662, 3.516], [-0.657, -0.959, 0.490], [-2.766, 1.111, 1.685], [-2.646, 0.677, 0.860], [-2.238, 1.819, 1.654], [1.007, 4.269, 0.796], [0.937, 4.999, 0.030], [2.224, 2.104, 1.251], [0.409, 2.350, -1.502], [-0.460, 1.843, -1.300], [0.823, 1.681, -2.186], [-1.137, 4.280, 1.533], [-0.313, 3.931, 2.070], [-0.671, 4.349, 0.635], [-2.138, -2.385, -2.171], [-1.307, -2.270, -1.509], [-1.712, -1.590, -2.697], [3.754, -0.671, -4.365], [2.824, -0.654, -4.541], [3.963, 0.075, -3.814], [0.859, 0.479, -3.022], [1.418, 0.076, -2.419], [-1.371, -2.317, 1.063], [-1.553, 0.305, -3.462], [-0.556, 0.399, -3.338], [-1.928, 1.074, -3.794], [-0.278, 0.377, 3.723], [-0.817, 0.554, 4.502], [1.205, 3.535, 0.346], [0.236, -2.905, 4.890], [0.290, -1.784, 5.162], [0.368, -2.815, 3.996], [2.452, -4.508, -2.197], [1.658, -4.895, -2.680], [3.299, -4.649, -2.767]],
  "forces_ev_per_angstrom": [[-0.92, 5.89, 1.02], [-0.14, -0.21, 0.05], [0.93, -5.30, -1.18], [-0.51, -1.00, 4.51], [0.21, -0.41, -3.04], [0.26, 1.19, -1.06], [1.70, -1.05, -0.64], [-0.80, 1.23, 0.46], [-1.14, -0.73, 0.63], [3.35, -2.31, 2.80], [-2.17, 0.99, -0.40], [-1.57, 1.79, -2.63], [-0.93, 1.42, 2.47], [0.37, -1.15, -2.30], [-3.83, -2.17, 1.52], [0.45, 3.85, 0.59], [3.13, 0.53, -0.66], [-3.06, -3.04, 0.63], [-0.01, -0.89, -1.08], [3.27, 4.62, -0.01], [1.06, 7.18, -0.79], [0.57, -2.44, 2.61], [0.63, -0.41, -0.12], [-1.92, -0.57, 1.11], [2.50, 0.99, -0.33], [-0.57, -0.28, -0.22], [1.29, -1.19, 0.50], [-2.87, 1.26, -1.55], [-1.56, -0.29, 2.25], [5.08, 2.77, 0.90], [-3.10, -1.14, -1.37], [-2.15, -1.54, 0.32], [1.20, -0.85, -0.31], [-1.06, 0.42, 0.15], [-0.29, 0.49, 0.25], [-0.11, 1.35, -1.83], [1.56, -1.65, 1.68], [0.79, 1.71, -0.74], [0.51, -2.56, 0.92], [-0.12, -0.07, 0.01], [-0.97, 2.17, -0.81], [-0.32, -3.75, -0.59], [-0.18, -0.10, -0.11], [1.27, -4.67, -3.32], [-0.37, 5.02, 4.81], [-0.16, -5.17, -1.04], [0.61, 0.28, -3.72], [0.88, -1.16, -2.16], [1.84, 0.69, 0.49], [-2.63, 0.26, 1.32]],
  "spin_multiplicity": 1,
  "charge": -1,
  "homo_energy_ha": -0.23702,
  "e_lumo_ev": 1.890,
  "gap_ev": 8.34
}